# 1
{"formula": "C48H39F4N2O3P2Ti", "method": "the ωB97M-V functional and the def2-TZVPD basis", "elements": ["Ti", "C", "N", "C", "C", "C", "N", "C", "C", "F", "C", "F", "C", "C", "F", "C", "F", "H", "H", "H", "H", "H", "H", "H", "H", "H", "H", "H", "O", "C", "O", "C", "C", "C", "C", "C", "C", "P", "C", "C", "C", "C", "C", "C", "C", "C", "C", "C", "C", "C", "H", "H", "H", "H", "H", "H", "H", "H", "H", "H", "H", "H", "H", "H", "O", "C", "C", "C", "C", "C", "C", "C", "P", "C", "C", "C", "C", "C", "C", "C", "C", "C", "C", "C", "C", "H", "H", "H", "H", "H", "H", "H", "H", "H", "H", "H", "H", "H", "H"], "coordinates": [[-0.29, 0.17, 0.09], [-2.54, -0.32, -2.14], [-2.49, -0.11, -0.68], [-3.45, 0.94, -0.32], [-2.81, -1.36, 0.02], [-2.55, -1.25, 1.52], [-1.36, -0.43, 1.79], [-1.15, 0.03, 3.05], [-0.14, 0.98, 3.29], [0.61, 1.38, 2.24], [0.17, 1.48, 4.53], [1.17, 2.39, 4.61], [-0.51, 1.10, 5.67], [-1.50, 0.16, 5.47], [-2.20, -0.29, 6.54], [-1.82, -0.36, 4.23], [-2.77, -1.32, 4.21], [-3.57, -0.52, -2.46], [-1.91, -1.17, -2.41], [-2.18, 0.57, -2.65], [-4.46, 0.62, -0.58], [-3.21, 1.86, -0.85], [-3.39, 1.14, 0.75], [-2.22, -2.16, -0.44], [-3.87, -1.62, -0.13], [-2.44, -2.27, 1.91], [-3.43, -0.82, 2.01], [-0.27, 1.49, 6.64], [-0.65, -3.32, -1.70], [0.23, -2.67, -1.11], [0.03, -1.35, -0.82], [1.51, -3.10, -0.69], [1.86, -4.47, -0.94], [3.05, -5.00, -0.55], [4.01, -4.19, 0.15], [3.70, -2.87, 0.41], [2.49, -2.26, 0.01], [2.21, -0.57, 0.57], [3.63, 0.45, 0.00], [3.67, 1.79, 0.40], [4.72, 2.61, 0.03], [5.74, 2.11, -0.77], [5.69, 0.80, -1.21], [4.63, -0.02, -0.84], [2.59, -0.74, 2.39], [3.60, -0.10, 3.09], [3.74, -0.28, 4.46], [2.86, -1.10, 5.16], [1.85, -1.74, 4.46], [1.71, -1.57, 3.10], [1.13, -5.08, -1.45], [3.27, -6.04, -0.74], [4.95, -4.60, 0.47], [4.42, -2.28, 0.96], [2.87, 2.18, 1.02], [4.74, 3.65, 0.36], [6.57, 2.75, -1.06], [6.46, 0.42, -1.87], [4.59, -1.05, -1.19], [4.30, 0.55, 2.57], [4.54, 0.23, 4.99], [2.97, -1.23, 6.23], [1.15, -2.38, 4.99], [0.92, -2.07, 2.56], [-0.96, 2.11, 0.28], [-0.23, 1.94, -0.72], [-0.06, 2.98, -1.78], [-0.67, 4.22, -1.68], [-0.56, 5.14, -2.71], [0.17, 4.81, -3.84], [0.79, 3.57, -3.94], [0.69, 2.64, -2.91], [1.51, 0.96, -2.93], [0.46, 0.03, -4.10], [-0.45, 0.58, -5.00], [-1.25, -0.25, -5.78], [-1.14, -1.63, -5.68], [-0.24, -2.19, -4.78], [0.55, -1.36, -4.00], [3.01, 1.30, -3.97], [3.49, 0.36, -4.87], [4.70, 0.55, -5.54], [5.44, 1.71, -5.32], [4.97, 2.65, -4.42], [3.78, 2.45, -3.75], [-1.24, 4.44, -0.78], [-1.04, 6.11, -2.64], [0.25, 5.52, -4.66], [1.37, 3.34, -4.82], [-0.57, 1.65, -5.08], [-1.96, 0.19, -6.47], [-1.78, -2.27, -6.27], [-0.18, -3.26, -4.65], [1.21, -1.80, -3.26], [2.93, -0.55, -5.06], [5.05, -0.20, -6.23], [6.37, 1.86, -5.84], [5.55, 3.55, -4.23], [3.45, 3.19, -3.02]], "s_squared": 2.020, "energy_ha": -4119.5096, "multiplicity": 3, "e_above_lowest_kcal_mol": 21.7, "charge": -1}

***

# 2
{"formula": "C48H40F6N3O10P4PbS2Se", "method": "the ωB97M-V functional and the def2-TZVPD basis", "elements": ["Pb", "S", "P", "C", "P", "S", "C", "C", "C", "C", "C", "C", "C", "C", "C", "C", "C", "C", "C", "C", "C", "C", "C", "C", "C", "C", "C", "C", "C", "C", "H", "H", "H", "H", "H", "H", "H", "H", "H", "H", "H", "H", "H", "H", "H", "H", "H", "H", "H", "H", "O", "P", "O", "O", "O", "P", "O", "O", "O", "H", "H", "F", "C", "C", "C", "C", "O", "C", "C", "N", "C", "C", "C", "C", "C", "C", "N", "C", "C", "N", "C", "C", "C", "O", "O", "H", "H", "H", "H", "H", "H", "H", "H", "H", "H", "H", "H", "H", "H", "H", "H", "H", "H", "F", "C", "C", "F", "C", "F", "C", "Se", "C", "F", "C", "F"], "coordinates": [[0.26, -0.21, -1.07], [3.05, 0.14, -0.09], [3.04, -1.89, -0.10], [1.87, -2.64, -1.06], [0.51, -3.30, -0.35], [-0.76, -2.13, 0.76], [0.78, -4.82, 0.66], [1.61, -5.81, 0.12], [1.96, -6.93, 0.87], [1.48, -7.08, 2.16], [0.65, -6.11, 2.71], [0.30, -4.98, 1.96], [-0.47, -3.99, -1.75], [-1.80, -4.39, -1.57], [-2.55, -4.86, -2.63], [-1.98, -4.94, -3.90], [-0.66, -4.55, -4.09], [0.09, -4.07, -3.02], [4.69, -2.34, -0.76], [5.86, -2.31, 0.00], [7.10, -2.48, -0.60], [7.20, -2.67, -1.97], [6.04, -2.69, -2.74], [4.80, -2.53, -2.14], [3.11, -2.49, 1.64], [3.58, -3.77, 1.93], [3.47, -4.30, 3.21], [2.87, -3.55, 4.21], [2.38, -2.28, 3.93], [2.50, -1.75, 2.65], [2.00, -5.67, -0.88], [2.61, -7.68, 0.44], [1.76, -7.94, 2.75], [0.28, -6.21, 3.72], [-0.33, -4.21, 2.38], [-2.24, -4.29, -0.58], [-3.59, -5.14, -2.49], [-2.57, -5.30, -4.74], [-0.21, -4.61, -5.08], [1.11, -3.73, -3.14], [5.79, -2.14, 1.07], [8.00, -2.46, 0.01], [8.17, -2.78, -2.44], [6.11, -2.82, -3.82], [3.88, -2.55, -2.72], [4.02, -4.37, 1.13], [3.83, -5.30, 3.41], [2.76, -3.97, 5.21], [1.89, -1.70, 4.71], [2.13, -0.76, 2.42], [-1.81, -0.65, -5.60], [-1.08, 0.00, -4.33], [0.13, 0.74, -5.03], [-0.66, -1.04, -3.37], [-2.14, 1.06, -3.86], [-3.03, 1.14, -2.42], [-4.15, 0.02, -2.77], [-3.61, 2.50, -2.42], [-2.22, 0.61, -1.29], [-1.60, -1.59, -5.61], [-4.69, 0.36, -3.49], [-1.63, 2.20, 4.90], [-1.90, 2.87, 3.74], [-1.17, 2.54, 2.63], [-1.38, 3.21, 1.43], [-0.59, 2.80, 0.24], [0.24, 1.91, 0.38], [-0.91, 3.52, -0.97], [-1.81, 4.52, -0.92], [-2.51, 4.91, 0.20], [-3.37, 6.07, 0.14], [-2.95, 7.30, 0.89], [-2.91, 7.27, -0.61], [-2.33, 4.23, 1.38], [-3.10, 4.51, 2.51], [-2.88, 3.85, 3.71], [-3.74, 4.16, 4.82], [-3.98, 5.58, 5.10], [-5.46, 5.71, 5.52], [-5.86, 4.35, 6.01], [-4.81, 3.84, 6.96], [-3.60, 3.44, 6.08], [-0.31, 3.27, -2.34], [-0.27, 4.22, -3.13], [0.03, 2.06, -2.55], [-0.42, 1.76, 2.65], [-2.05, 5.04, -1.83], [-4.43, 5.84, 0.11], [-2.00, 7.25, 1.41], [-3.70, 7.91, 1.38], [-1.94, 7.22, -1.09], [-3.65, 7.82, -1.16], [-3.92, 5.22, 2.42], [-3.79, 6.19, 4.23], [-3.32, 5.93, 5.90], [-6.10, 5.96, 4.68], [-5.60, 6.43, 6.32], [-5.79, 3.75, 5.18], [-6.80, 4.33, 6.39], [-5.21, 2.99, 7.52], [-4.58, 4.64, 7.65], [-3.62, 2.37, 5.89], [-2.67, 3.67, 6.61], [5.73, -2.05, -7.14], [4.78, -1.32, -6.54], [5.13, -0.30, -5.68], [6.41, -0.03, -5.46], [4.13, 0.44, -5.09], [4.50, 1.43, -4.25], [2.78, 0.21, -5.30], [1.63, 1.33, -4.15], [2.47, -0.83, -6.15], [1.21, -1.17, -6.43], [3.45, -1.58, -6.77], [3.11, -2.58, -7.60]], "energy_ha": -8125.3381, "multiplicity": 1, "e_above_lowest_kcal_mol": 1.1, "charge": -1}

***

# 3
{"formula": "C48H40F8", "method": "the ωB97M-V functional and the def2-TZVPD basis", "elements": ["F", "C", "C", "C", "C", "C", "C", "H", "H", "H", "H", "H", "F", "C", "C", "C", "C", "C", "C", "H", "H", "H", "H", "H", "F", "C", "C", "C", "C", "C", "C", "H", "H", "H", "H", "H", "F", "C", "C", "C", "C", "C", "C", "H", "H", "H", "H", "H", "F", "C", "C", "C", "C", "C", "C", "H", "H", "H", "H", "H", "F", "C", "C", "C", "C", "C", "C", "H", "H", "H", "H", "H", "F", "C", "C", "C", "C", "C", "C", "H", "H", "H", "H", "H", "F", "C", "C", "C", "C", "C", "C", "H", "H", "H", "H", "H"], "coordinates": [[-0.90, 1.80, 2.52], [-0.69, 0.92, 1.46], [0.55, 0.85, 0.81], [0.91, -0.19, -0.10], [-0.12, -1.01, -0.48], [-1.36, -1.00, 0.13], [-1.61, 0.02, 1.07], [1.21, 1.66, 1.06], [1.91, -0.23, -0.51], [0.00, -1.66, -1.33], [-2.09, -1.74, -0.18], [-2.58, 0.22, 1.50], [2.31, -2.10, -2.52], [2.87, -3.07, -3.30], [2.49, -4.40, -3.25], [3.07, -5.31, -4.15], [3.92, -4.92, -5.20], [4.27, -3.56, -5.26], [3.76, -2.71, -4.32], [1.94, -4.74, -2.39], [2.79, -6.34, -3.97], [4.33, -5.53, -6.00], [4.90, -3.23, -6.07], [4.00, -1.66, -4.30], [-4.70, 2.79, -0.23], [-4.71, 3.39, 1.02], [-5.88, 4.02, 1.43], [-5.85, 4.93, 2.42], [-4.66, 5.35, 3.09], [-3.47, 4.77, 2.60], [-3.48, 3.80, 1.59], [-6.80, 3.64, 1.01], [-6.78, 5.43, 2.63], [-4.56, 6.10, 3.85], [-2.57, 5.15, 3.05], [-2.57, 3.36, 1.20], [3.25, 2.73, 4.75], [3.72, 1.59, 4.33], [4.87, 1.09, 4.92], [5.45, -0.07, 4.42], [4.85, -0.78, 3.34], [3.65, -0.31, 2.83], [3.10, 0.87, 3.28], [5.39, 1.61, 5.70], [6.35, -0.50, 4.82], [5.46, -1.57, 2.92], [3.14, -0.77, 1.99], [2.17, 1.18, 2.82], [8.34, -1.96, -3.72], [7.67, -1.47, -2.65], [8.45, -0.66, -1.85], [7.86, -0.28, -0.65], [6.47, -0.52, -0.40], [5.63, -1.13, -1.30], [6.30, -1.68, -2.44], [9.51, -0.49, -1.98], [8.40, 0.22, 0.15], [5.97, -0.12, 0.47], [4.60, -1.36, -1.07], [5.83, -2.16, -3.28], [3.11, 0.52, -6.62], [2.46, 1.21, -5.58], [2.38, 2.58, -5.55], [1.88, 3.21, -4.43], [1.35, 2.49, -3.40], [1.37, 1.13, -3.47], [2.00, 0.45, -4.48], [2.68, 3.21, -6.37], [1.85, 4.28, -4.27], [0.98, 3.08, -2.57], [1.01, 0.50, -2.67], [1.87, -0.62, -4.46], [-7.22, -0.45, 1.77], [-6.78, -1.05, 0.65], [-5.47, -0.78, 0.28], [-5.02, -1.36, -0.91], [-5.80, -2.08, -1.72], [-7.15, -2.27, -1.33], [-7.66, -1.71, -0.15], [-4.79, -0.31, 0.98], [-3.97, -1.29, -1.15], [-5.44, -2.49, -2.66], [-7.81, -2.75, -2.04], [-8.66, -1.99, 0.16], [-7.36, -1.80, 5.03], [-6.38, -0.94, 4.79], [-6.46, 0.46, 4.99], [-5.37, 1.24, 4.67], [-4.16, 0.69, 4.18], [-4.14, -0.65, 3.94], [-5.18, -1.53, 4.27], [-7.28, 0.93, 5.51], [-5.48, 2.31, 4.77], [-3.26, 1.23, 3.94], [-3.27, -1.11, 3.49], [-5.15, -2.60, 4.15]], "s_squared": 0.768, "energy_ha": -2651.5665, "multiplicity": 2, "e_above_lowest_kcal_mol": 3.6, "charge": 1}

***

# 4
{"formula": "C48H40MnN3O2P2S2", "method": "the ωB97M-V functional and the def2-TZVPD basis", "elements": ["Mn", "N", "C", "C", "C", "C", "C", "C", "P", "C", "C", "C", "C", "C", "C", "C", "C", "C", "C", "C", "C", "H", "H", "H", "H", "H", "H", "H", "H", "H", "H", "H", "H", "H", "H", "H", "H", "O", "N", "C", "C", "C", "C", "C", "S", "H", "H", "H", "H", "S", "C", "N", "C", "C", "C", "C", "C", "C", "H", "H", "H", "H", "H", "O", "P", "C", "C", "C", "C", "C", "C", "C", "C", "C", "C", "C", "C", "C", "C", "C", "C", "C", "C", "H", "H", "H", "H", "H", "H", "H", "H", "H", "H", "H", "H", "H", "H", "H"], "coordinates": [[0.35, -0.08, -0.39], [0.01, 2.18, 0.63], [-1.35, 2.64, 0.72], [-1.77, 3.43, 1.79], [-3.08, 3.86, 1.86], [-3.99, 3.51, 0.86], [-3.57, 2.71, -0.19], [-2.26, 2.25, -0.26], [-1.61, 1.17, -1.55], [-0.96, 2.32, -2.79], [0.41, 2.39, -3.00], [0.94, 3.32, -3.89], [0.09, 4.19, -4.56], [-1.28, 4.13, -4.35], [-1.81, 3.21, -3.46], [-3.04, 0.35, -2.31], [-3.96, -0.30, -1.49], [-4.99, -1.04, -2.05], [-5.09, -1.15, -3.43], [-4.17, -0.52, -4.25], [-3.14, 0.23, -3.69], [0.42, 2.09, 1.55], [0.59, 2.82, 0.09], [-1.05, 3.72, 2.55], [-3.40, 4.47, 2.69], [-5.01, 3.85, 0.91], [-4.28, 2.42, -0.96], [1.08, 1.69, -2.50], [2.00, 3.36, -4.05], [0.50, 4.91, -5.25], [-1.94, 4.81, -4.87], [-2.88, 3.17, -3.30], [-3.88, -0.22, -0.41], [-5.71, -1.53, -1.41], [-5.90, -1.73, -3.87], [-4.24, -0.61, -5.33], [-2.42, 0.71, -4.34], [0.54, -2.11, -0.41], [1.71, -2.58, -0.83], [1.73, -3.90, -1.12], [2.87, -4.53, -1.55], [4.03, -3.76, -1.69], [3.99, -2.42, -1.39], [2.81, -1.79, -0.95], [2.80, -0.10, -0.58], [0.78, -4.39, -0.98], [2.85, -5.58, -1.78], [4.95, -4.21, -2.03], [4.86, -1.80, -1.50], [-0.48, -2.47, -4.85], [-0.46, -1.72, -3.31], [0.52, -0.92, -3.06], [1.39, -0.87, -4.15], [2.57, -0.13, -4.21], [3.32, -0.19, -5.36], [2.91, -0.97, -6.46], [1.75, -1.71, -6.41], [1.00, -1.65, -5.24], [-1.24, -1.93, -2.59], [2.89, 0.44, -3.35], [4.25, 0.37, -5.43], [3.52, -0.99, -7.35], [1.45, -2.31, -7.25], [0.45, -0.35, 1.73], [0.56, -0.51, 3.21], [1.36, 0.94, 3.91], [2.50, 1.41, 3.25], [3.15, 2.54, 3.71], [2.66, 3.21, 4.83], [1.53, 2.75, 5.48], [0.88, 1.62, 5.03], [-1.04, -0.67, 3.99], [-1.20, -1.34, 5.20], [-2.44, -1.40, 5.81], [-3.54, -0.80, 5.20], [-3.39, -0.14, 3.98], [-2.15, -0.08, 3.38], [1.53, -1.96, 3.63], [2.67, -1.92, 4.43], [3.40, -3.08, 4.65], [2.99, -4.27, 4.08], [1.86, -4.31, 3.27], [1.13, -3.16, 3.05], [2.87, 0.88, 2.38], [4.03, 2.90, 3.20], [3.17, 4.10, 5.19], [1.16, 3.28, 6.35], [-0.01, 1.26, 5.54], [-0.35, -1.81, 5.67], [-2.56, -1.92, 6.75], [-4.51, -0.85, 5.67], [-4.25, 0.32, 3.51], [-2.03, 0.43, 2.43], [2.99, -0.98, 4.87], [4.28, -3.04, 5.27], [3.56, -5.17, 4.25], [1.55, -5.25, 2.83], [0.25, -3.19, 2.40]], "s_squared": 8.755, "energy_ha": -4797.9206, "multiplicity": 6, "e_above_lowest_kcal_mol": 9.5, "charge": 1}